No. 1
DFT (ωB97M-V with the def2-TZVPD basis set) results for a structure of composition C41H42As2Br4MnN4O14.

```
108
Properties=species:S:1:pos:R:3:forces:R:3
Mn 0.1731 -0.0347 -0.3931 0.165 0.184 -0.021
C 0.4551 -4.2675 -1.7864 -0.127 -0.074 -0.044
O 1.6188 -4.3816 -0.9659 0.019 -0.029 0.024
C 1.4610 -3.9350 0.3181 0.007 0.028 -0.015
C 1.6423 -4.8163 1.3551 0.039 -0.022 -0.005
C 1.6029 -4.3917 2.6900 0.013 0.017 -0.012
C 1.3996 -3.0606 2.9557 -0.007 -0.009 0.002
C 1.1982 -2.1374 1.9150 -0.005 -0.013 0.031
C 1.1656 -0.7342 2.2465 -0.015 -0.007 0.050
N 0.9520 0.2102 1.4096 -0.025 0.028 -0.042
N 1.1366 1.5171 1.8351 -0.008 -0.082 0.006
C 0.8623 2.3182 0.8340 0.002 0.107 -0.017
O 0.4843 1.9424 -0.3266 -0.091 -0.085 -0.014
C 1.0428 3.7817 1.0473 -0.010 -0.033 -0.019
C 1.1139 4.6081 -0.0692 -0.016 0.010 -0.003
C 1.2923 5.9745 0.0913 -0.006 -0.005 -0.006
C 1.3888 6.5201 1.3641 0.006 0.004 0.005
C 1.3128 5.6949 2.4795 -0.001 -0.012 0.000
C 1.1446 4.3277 2.3225 0.013 0.012 0.012
C 1.1931 -2.5618 0.5676 -0.064 -0.029 0.048
O 1.0130 -1.7574 -0.4385 0.047 0.092 0.029
H 0.7622 -4.5580 -2.7899 0.008 -0.006 -0.002
H 0.0707 -3.2508 -1.7858 -0.056 -0.066 -0.019
H -0.3274 -4.9418 -1.4242 0.015 0.012 0.001
H 1.8392 -5.8517 1.1035 -0.007 0.000 0.008
H 1.7560 -5.1002 3.4936 -0.005 -0.004 -0.004
H 1.4036 -2.6960 3.9775 0.001 0.002 -0.004
H 1.4067 -0.4390 3.2665 0.005 0.000 0.001
H 1.0326 4.1583 -1.0511 0.021 0.005 0.011
H 1.3571 6.6131 -0.7809 0.000 -0.001 0.001
H 1.5236 7.5882 1.4883 0.001 -0.002 -0.001
H 1.3845 6.1194 3.4738 0.001 -0.001 0.000
H 1.0878 3.6672 3.1775 0.000 0.007 -0.005
Br -6.6602 0.9962 -1.0089 -0.009 0.006 0.004
C -4.8269 0.6637 -1.3579 0.032 0.015 -0.009
C -4.3995 0.3446 -2.6340 -0.006 -0.006 0.014
Br -5.6295 0.2095 -4.0672 0.004 -0.004 0.003
C -3.0359 0.0777 -2.8601 0.000 0.018 0.003
Br -2.3448 -0.2649 -4.5849 -0.019 -0.032 0.017
C -2.1287 0.0582 -1.8169 0.022 -0.027 -0.013
O -0.8468 -0.2097 -1.9759 -0.019 0.040 0.034
C -2.5673 0.3498 -0.4835 -0.010 -0.001 0.043
O -1.6792 0.2946 0.4565 -0.038 -0.023 -0.037
C -3.9055 0.6989 -0.2992 0.024 -0.018 0.001
Br -4.3811 1.2910 1.4365 0.018 0.006 0.004
C 4.2084 -0.3096 1.5031 0.016 0.003 -0.010
O 3.8686 -0.1250 0.1290 -0.055 -0.028 0.007
C 4.2522 -1.1182 -0.6908 0.165 0.136 -0.010
O 4.7753 -2.1316 -0.2873 -0.061 -0.039 0.012
C 4.0388 -0.7668 -2.1222 -0.068 -0.050 0.040
C 4.9864 -1.1286 -2.9856 0.010 0.021 -0.041
As 4.9255 -0.7095 -4.9194 0.039 0.029 0.009
C 6.8325 -0.2707 -5.0793 0.036 -0.023 -0.012
C 4.1387 1.0570 -4.7627 -0.179 -0.018 -0.067
C 2.9621 1.2824 -4.0283 -0.011 0.006 -0.013
As 2.3561 0.1413 -2.5891 0.019 -0.065 0.029
C 1.6411 -1.3609 -3.6483 0.012 -0.001 0.022
C 1.9721 2.2421 -4.4424 0.020 0.137 0.027
O 1.9054 2.8754 -5.4867 -0.033 -0.075 -0.009
O 0.9805 2.3791 -3.4900 -0.003 -0.045 -0.035
C -0.1621 3.1098 -3.8888 0.005 0.034 0.033
C 4.7124 2.0112 -5.6653 0.398 -0.034 0.328
O 5.3809 1.7498 -6.6650 -0.189 0.018 -0.178
O 4.5901 3.3036 -5.2356 -0.069 0.051 -0.078
C 4.7904 4.2796 -6.2391 -0.011 -0.011 0.037
C 6.1936 -1.9114 -2.5653 -0.031 -0.026 -0.024
O 7.2158 -1.4174 -2.1698 0.018 0.028 0.006
O 6.1439 -3.2435 -2.7856 -0.012 -0.016 -0.012
C 4.8602 -3.8588 -2.9690 -0.002 -0.017 0.002
H 3.7277 0.5082 2.0349 0.005 0.008 -0.005
H 5.2915 -0.2672 1.6255 0.003 0.000 -0.003
H 3.8522 -1.2742 1.8623 0.005 0.002 0.002
H 7.4200 -1.1706 -4.9016 0.005 -0.016 0.017
H 7.1166 0.4946 -4.3595 -0.006 0.001 0.000
H 6.9930 0.0920 -6.0908 -0.004 -0.015 0.030
H 2.3000 -1.6318 -4.4721 0.010 0.000 -0.011
H 0.6715 -1.0441 -4.0316 -0.002 0.000 0.001
H 1.4983 -2.2059 -2.9760 0.040 0.059 -0.055
H -0.8790 3.0037 -3.0755 -0.001 -0.013 -0.005
H -0.5814 2.7140 -4.8146 -0.012 -0.014 -0.001
H 0.0768 4.1652 -4.0431 0.010 -0.006 -0.011
H 4.6583 5.2442 -5.7509 -0.002 0.001 -0.006
H 4.0462 4.1646 -7.0295 -0.004 0.010 -0.016
H 5.7892 4.2110 -6.6733 0.003 -0.004 -0.004
H 5.0658 -4.9202 -3.0877 0.004 -0.001 -0.004
H 4.3627 -3.4811 -3.8628 0.003 -0.002 -0.011
H 4.2306 -3.7003 -2.0948 0.007 -0.004 0.000
C -2.7072 -2.1880 2.3895 -0.022 0.005 -0.029
N -3.5538 -2.5448 1.2682 -0.015 -0.049 0.046
C -4.9828 -2.3854 1.4440 0.008 0.006 -0.005
C -5.7352 -3.2486 0.4527 -0.004 -0.002 -0.002
C -5.2440 -2.9322 -0.9440 -0.002 -0.016 0.001
N -3.8017 -3.0623 -1.0073 0.035 0.070 0.004
C -3.2149 -3.1903 -2.3283 0.003 -0.032 0.028
C -2.9659 -2.8120 0.0569 0.059 0.025 -0.036
O -1.7469 -2.8590 -0.0692 -0.071 -0.061 -0.052
H -2.9041 -2.8560 3.2357 -0.006 0.007 -0.005
H -2.8855 -1.1550 2.6932 -0.007 0.041 0.000
H -1.6691 -2.2825 2.0869 0.002 -0.016 0.004
H -5.2792 -1.3362 1.3309 -0.001 -0.019 -0.004
H -5.2264 -2.6796 2.4692 -0.001 0.000 0.009
H -6.8070 -3.0552 0.5247 -0.003 0.001 0.002
H -5.5575 -4.3048 0.6739 -0.002 -0.003 -0.002
H -5.5589 -1.9232 -1.2384 0.005 0.000 0.000
H -5.6780 -3.6291 -1.6663 0.002 -0.006 -0.002
H -3.1145 -4.2410 -2.6230 -0.006 0.005 0.001
H -2.2323 -2.7272 -2.3462 0.028 0.001 0.012
H -3.8514 -2.6816 -3.0538 -0.002 0.017 -0.014
```
Forces are in eV/Å.

Output
**LUMO (alpha / beta)**: 3.486 / 3.486 eV
**Kohn-Sham gap (alpha / beta)**: 4.290 / 6.581 eV
**E_HOMO (alpha / beta)**: -0.030 / -0.114 Eh
**Total charge**: -2
**Spin multiplicity**: 6
**Molar mass**: 1339.2 u
**<S²>**: 8.80
**ΔE to the lowest compared entry with this formula, charge and spin**: 0.0 kcal per mole

Löwdin atomic charge list, values in e, 8 entries: Mn 0.9688; C -0.0793; O -0.0895; C -0.2202; C -0.0032; C -0.1034; C -0.0688; C -0.1576

=====

No. 2
DFT (ωB97M-V with the def2-TZVPD basis set) results for the molecule C5H9N.

```
15
Properties=species:S:1:pos:R:3:forces:R:3
C -2.0179 0.1303 0.2426 0.122 0.040 0.016
C -0.7456 -0.5782 -0.2591 0.247 0.033 -0.131
C 0.5845 0.0228 0.3161 0.347 0.287 -0.194
C 1.9781 -0.4438 -0.3089 -1.301 0.040 0.532
C 0.6232 1.4691 0.1752 -0.007 1.277 -0.154
N 0.7992 2.5897 -0.0444 -0.302 -0.694 0.251
H -2.1615 0.0177 1.3242 0.135 0.000 -0.163
H -1.9876 1.2020 0.0198 0.018 -0.145 0.026
H -2.9117 -0.2806 -0.2460 0.295 0.029 0.083
H -0.8196 -1.6435 0.0052 0.288 0.247 -0.026
H -0.7308 -0.5331 -1.3527 0.123 0.056 0.075
H 0.5907 -0.2396 1.3894 0.190 0.261 -0.350
H 1.8087 -1.4904 -0.1170 1.149 -0.799 -0.498
H 2.1380 -0.1935 -1.3735 -0.586 -0.272 0.490
H 2.8521 -0.0289 0.2290 -0.716 -0.360 0.043
```
Forces are in eV/Å.

Output
**SMILES**: CC[C@@H](C)C#N
**LUMO**: 0.940 eV
**Kohn-Sham gap**: 12.111 eV
**E_HOMO**: -0.411 Eh
**Total charge**: 0
**Molar mass**: 83.1 u
**ΔE to the lowest compared entry with this formula, charge and spin**: 10.8 kcal per mole

Löwdin atomic charge list, values in e, 8 entries: C -0.1098; C -0.2203; C -0.3477; C -0.0469; C -0.2513; N 0.1542; H 0.0761; H 0.0681

=====

No. 3
DFT (ωB97M-V with the def2-TZVPD basis set) results for a structure of composition C22H23BF4FeNO2S2Se.

```
57
Properties=species:S:1:pos:R:3:forces:R:3
Fe 0.1336 0.2820 -0.6398 0.204 -0.063 -0.515
C -0.1238 2.3417 -0.5535 -0.072 0.051 0.036
C -0.5835 1.9066 -1.8219 -0.079 -0.049 0.130
C -1.6199 0.9704 -1.6189 -0.031 0.178 -0.056
C -1.8228 0.8207 -0.2166 0.002 0.181 0.229
C -0.9140 1.6882 0.4360 -0.087 0.080 -0.002
H 0.7182 2.9925 -0.3816 -0.008 0.009 -0.002
H -0.1191 2.1434 -2.7653 0.010 0.009 0.011
H -2.1548 0.4386 -2.3878 0.066 -0.059 0.012
H -2.5088 0.1305 0.2460 0.010 -0.005 0.010
H -0.7695 1.7780 1.5000 0.004 -0.046 0.007
O 1.3030 -0.0095 0.9474 -0.150 -0.232 -0.012
S 2.7833 -0.1745 1.2716 0.008 0.165 -0.077
C 2.8109 -1.1235 2.8165 0.115 -0.022 -0.025
C 1.7628 -2.2125 3.0163 -0.010 -0.033 0.032
C 0.5403 -1.7397 3.8032 0.032 0.010 0.030
C -0.5416 -2.8153 3.8506 0.018 -0.067 0.005
S -1.7306 -2.6213 2.4621 0.021 0.063 -0.040
O -1.0255 -1.7531 1.4776 -0.011 -0.024 0.122
C -2.8958 -1.5628 3.3180 0.005 0.030 0.001
C -2.7084 -0.1905 3.2957 -0.020 0.001 -0.024
C -3.6183 0.6286 3.9463 -0.011 0.007 0.013
C -4.7052 0.0712 4.6075 0.006 0.010 0.004
C -4.8905 -1.3045 4.6132 0.004 -0.008 -0.004
C -3.9862 -2.1291 3.9592 0.001 -0.006 0.016
C 3.4745 -1.3668 0.1564 -0.006 -0.034 0.034
C 4.7762 -1.1347 -0.2609 -0.019 0.007 -0.011
C 5.3708 -2.0327 -1.1343 0.005 0.005 -0.005
C 4.6531 -3.1243 -1.5983 0.010 0.001 -0.002
C 3.3400 -3.3301 -1.1924 -0.016 0.004 0.013
C 2.7427 -2.4526 -0.3034 0.032 -0.004 0.009
H 2.7645 -0.3787 3.6139 -0.034 0.039 -0.032
H 3.8269 -1.5257 2.8080 -0.005 0.010 0.065
H 2.2344 -3.0279 3.5725 -0.002 -0.021 -0.043
H 1.4482 -2.6300 2.0617 -0.053 0.055 -0.031
H 0.1474 -0.8283 3.3491 0.005 -0.019 -0.007
H 0.8415 -1.4973 4.8255 0.004 0.028 -0.006
H -1.1176 -2.8090 4.7749 -0.011 0.011 -0.006
H -0.1063 -3.8098 3.7317 -0.010 -0.002 0.003
H -1.8638 0.2135 2.7531 -0.003 -0.004 -0.012
H -3.4856 1.7028 3.9325 0.001 -0.001 0.002
H -5.4176 0.7126 5.1095 -0.002 0.000 -0.002
H -5.7489 -1.7349 5.1118 0.001 0.001 0.003
H -4.1357 -3.2023 3.9338 -0.001 0.002 0.003
H 5.2987 -0.2425 0.0594 0.007 0.001 0.006
H 6.3802 -1.8569 -1.4802 -0.002 0.001 -0.001
H 5.1115 -3.8088 -2.3001 -0.001 0.000 0.002
H 2.7723 -4.1665 -1.5786 0.005 -0.001 0.002
H 1.7113 -2.5833 -0.0099 -0.018 -0.005 0.005
Se -0.3323 -1.8659 -1.6739 0.002 0.052 -0.029
C -2.0995 -2.0498 -1.2054 0.010 -0.147 0.043
N -3.2083 -2.1594 -0.9013 -0.014 0.025 -0.077
F 3.0735 1.7421 -0.8289 0.003 -0.014 0.018
B 2.7874 1.2624 -2.1075 -0.147 0.039 0.064
F 3.8372 0.5879 -2.6638 0.016 -0.024 -0.038
F 1.6783 0.2554 -1.9165 0.210 -0.234 0.167
F 2.2586 2.2502 -2.9113 0.005 0.052 -0.034
```
Forces are in eV/Å.

Output
**LUMO (alpha / beta)**: -0.686 / -0.079 eV
**Kohn-Sham gap (alpha / beta)**: 7.493 / 8.131 eV
**E_HOMO (alpha / beta)**: -0.301 / -0.302 Eh
**Total charge**: 0
**Spin multiplicity**: 2
**Molar mass**: 619.2 u
**<S²>**: 0.80
**ΔE to the lowest compared entry with this formula, charge and spin**: 5.7 kcal per mole

Löwdin atomic charge list, values in e, 8 entries: Fe 0.3897; C -0.0876; C -0.0745; C -0.1255; C -0.1353; C -0.1104; H 0.1352; H 0.1317

=====

No. 4
DFT (ωB97M-V with the def2-TZVPD basis set) results for a cluster of 2 separate species, C3H8N2O in total.

```
14
Properties=species:S:1:pos:R:3:forces:R:3
H 2.4091 -3.0950 1.0056 -0.390 0.045 -0.042
N 2.7721 -2.1567 0.8634 0.626 -0.140 -0.096
C 2.0375 -1.2103 1.2477 -0.063 0.125 0.232
N 0.7685 -1.2773 1.8112 -0.313 -0.342 -0.473
H 2.4587 -0.2065 1.2021 -0.140 0.096 -0.026
H 0.2301 -0.4259 1.7677 0.117 0.101 0.077
H 0.2210 -2.0549 1.4486 0.155 0.115 0.337
C -1.7573 1.4998 -0.6930 1.232 0.496 -0.479
C -1.3747 1.5445 -2.1550 -0.115 -1.365 0.173
O -2.0672 1.0264 -2.9915 -0.214 0.280 -0.273
H -1.6368 2.5073 -0.2885 -0.750 0.060 0.143
H -0.9746 0.9639 -0.1481 -0.043 -0.337 -0.155
H -2.7107 0.9940 -0.6105 -0.203 0.352 0.314
H -0.3755 1.8907 -2.4596 0.100 0.514 0.268
```
Forces are in eV/Å.

Output
**SMILES**: [H]/N=C\N.CC=O
**LUMO**: 0.560 eV
**Kohn-Sham gap**: 10.321 eV
**E_HOMO**: -0.359 Eh
**Total charge**: 0
**Molar mass**: 88.1 u
**ΔE to the lowest compared entry with this formula, charge and spin**: 42.4 kcal per mole

Löwdin atomic charge list, values in e, 8 entries: H 0.0354; N 0.0598; C -0.4035; N 0.0549; H 0.1026; H 0.0598; H 0.0897; C -0.0502

=====

No. 5
DFT (ωB97M-V with the def2-TZVPD basis set) results for a structure of composition C28H29Cl2F5NO7S2Ti.

```
75
Properties=species:S:1:pos:R:3:forces:R:3
Ti -0.1096 -0.2852 0.6866 -0.326 -0.297 -0.218
C 0.7057 -0.3498 -3.9227 0.001 0.003 -0.016
C 1.1212 -1.6463 -3.2282 -0.016 0.064 0.013
C 1.3668 -2.7611 -4.2485 -0.019 -0.009 -0.019
C 0.1125 -2.0980 -2.1959 0.073 -0.120 -0.007
C 0.5230 -2.4927 -0.9148 -0.052 0.205 -0.055
C -0.3935 -3.0059 0.0061 -0.008 -0.024 -0.009
C -1.7461 -3.1363 -0.3203 -0.001 -0.013 0.045
C -2.7197 -3.7040 0.6706 -0.025 0.010 -0.004
C -2.1385 -2.7627 -1.5997 0.005 0.052 -0.016
C -1.2299 -2.2537 -2.5185 -0.029 -0.002 0.032
H 1.4879 -0.0174 -4.6070 -0.009 -0.004 -0.005
H 0.5172 0.4495 -3.2038 -0.013 0.026 0.013
H -0.1982 -0.4901 -4.5185 0.000 -0.008 0.020
H 2.0630 -1.4674 -2.6992 0.029 0.011 0.022
H 0.4483 -2.9906 -4.7924 0.007 0.002 0.000
H 1.7060 -3.6767 -3.7633 0.003 0.002 -0.002
H 2.1194 -2.4561 -4.9770 0.003 -0.003 0.013
H 1.5786 -2.4625 -0.6656 0.003 -0.050 0.043
H -0.0424 -3.3872 0.9576 0.025 0.019 0.022
H -2.5794 -3.2555 1.6546 0.009 0.004 0.003
H -2.5768 -4.7809 0.7761 0.009 0.000 0.003
H -3.7476 -3.5305 0.3562 0.009 0.003 -0.001
H -3.1769 -2.8779 -1.8853 -0.009 0.014 -0.004
H -1.5775 -1.9917 -3.5109 0.001 0.002 0.009
O -0.9547 -1.1471 2.2552 -0.072 0.035 0.006
S 0.3241 -1.4410 3.0315 0.057 0.077 -0.001
O 0.3755 -2.7383 3.5954 0.001 -0.026 -0.050
O 1.3297 -1.1121 1.9764 0.044 -0.037 -0.006
C 0.4181 -0.2360 4.3147 -0.028 -0.003 0.016
C 0.1878 -0.7361 5.5885 0.018 0.001 -0.052
C 0.1591 0.1213 6.6788 0.004 0.059 0.027
C 0.3453 1.4780 6.4928 -0.008 -0.050 0.036
C 0.5732 1.9854 5.2196 0.005 -0.001 -0.053
C 0.6193 1.1418 4.1227 0.020 -0.033 -0.023
S 1.0299 1.9535 2.5884 -0.177 -0.014 0.035
O 2.3482 1.5805 2.1882 0.039 -0.004 0.027
O 0.6811 3.3241 2.7215 0.031 -0.001 -0.023
O 0.0015 1.3004 1.5914 0.117 0.122 -0.099
H 0.0346 -1.7974 5.7213 0.000 0.000 -0.014
H -0.0143 -0.2811 7.6672 -0.002 0.011 0.001
H 0.3159 2.1553 7.3353 0.002 -0.007 0.004
H 0.7163 3.0459 5.0685 -0.003 -0.001 -0.007
C 4.8586 -0.1447 -1.2221 -0.003 -0.012 0.020
C 3.9171 1.0680 -1.2516 -0.022 0.027 -0.075
C 3.7824 1.6293 -2.6770 -0.002 -0.023 0.035
C 4.3840 2.1545 -0.2697 -0.002 -0.028 0.031
C 2.5875 0.6194 -0.8236 0.049 0.133 0.048
N 1.5462 0.2870 -0.4803 0.061 -0.109 0.092
H 5.8502 0.1885 -1.5272 -0.002 0.003 -0.005
H 4.5313 -0.9213 -1.9138 -0.003 -0.010 0.000
H 4.9320 -0.5656 -0.2196 -0.009 0.002 -0.005
H 4.7650 1.9668 -3.0056 0.000 0.002 0.014
H 3.0982 2.4770 -2.7040 -0.002 -0.001 -0.009
H 3.4304 0.8662 -3.3709 -0.001 0.002 -0.009
H 5.3758 2.4829 -0.5800 -0.006 0.003 -0.023
H 4.4390 1.7731 0.7485 -0.007 0.009 -0.028
H 3.7112 3.0110 -0.2804 0.002 0.006 0.006
F -4.9434 3.2974 -3.0664 0.015 -0.020 0.000
C -4.0954 2.5133 -2.4190 -0.058 0.032 -0.004
C -4.5552 1.3592 -1.8033 -0.044 0.021 0.008
F -5.8447 1.0476 -1.8613 0.029 -0.011 0.007
C -3.6762 0.5488 -1.1113 0.064 -0.034 0.021
F -4.1212 -0.5509 -0.5057 0.019 0.027 -0.030
C -2.3302 0.8866 -1.0290 -0.012 -0.176 -0.007
O -1.4616 0.0968 -0.3687 0.144 0.167 0.235
C -1.8831 2.0491 -1.6404 0.009 0.024 0.015
F -0.5928 2.3765 -1.5448 -0.008 -0.013 -0.043
C -2.7576 2.8611 -2.3377 0.044 0.027 0.004
F -2.3204 3.9723 -2.9164 -0.004 -0.024 0.011
Cl -3.2763 1.1989 2.3920 -0.005 -0.042 0.023
C -4.6641 2.2822 2.1641 0.054 -0.034 -0.012
Cl -4.2941 3.5976 1.0459 0.000 0.002 -0.020
H -4.9155 2.7071 3.1275 -0.014 0.017 -0.004
H -5.4812 1.6976 1.7583 -0.005 0.015 0.001
```
Forces are in eV/Å.

Output
**LUMO**: -4.578 eV
**Kohn-Sham gap**: 7.372 eV
**E_HOMO**: -0.439 Eh
**Total charge**: +1
**Molar mass**: 769.4 u
**ΔE to the lowest compared entry with this formula, charge and spin**: 0.0 kcal per mole

Löwdin atomic charge list, values in e, 8 entries: Ti 1.1165; C -0.0560; C -0.3873; C -0.0445; C -0.2100; C -0.0774; C -0.0791; C -0.2589